Model A:
Molecular formula: C17H30F5NO6P
Method: DFT, the ωB97M-V functional and the def2-TZVPD basis

```
! wB97M-V def2-TZVPD RIJCOSX def2/J DEFGRID3
* xyz 1 1
C -5.387 -1.761 -3.279
C -4.659 -0.306 -3.216
C -3.263 -0.416 -2.429
P -3.340 0.224 -0.621
C -2.934 -1.330 0.426
C -4.192 -2.359 0.362
O -5.041 -2.352 1.280
N -1.995 1.339 -0.485
C -0.678 0.705 -0.769
C 0.038 1.158 -2.151
O -0.071 -0.094 -0.028
C -1.999 2.150 0.763
C -1.583 1.670 2.223
O -2.316 3.365 0.631
C -5.034 0.940 -0.176
F -6.123 0.068 -0.499
F -5.183 2.145 -0.948
C -5.247 1.366 1.356
F -6.632 1.152 1.639
F -5.055 2.756 1.594
F -4.544 0.596 2.296
H -6.523 -1.687 -3.372
H -5.046 -2.461 -2.437
H -5.022 -2.258 -4.257
H -4.394 -0.067 -4.316
H -5.351 0.531 -2.877
H -2.452 0.164 -3.014
H -2.965 -1.532 -2.435
H -2.781 -1.091 1.528
H -2.018 -1.882 0.013
H -4.311 -3.130 -0.489
H 0.526 0.289 -2.699
H 0.796 1.974 -1.864
H -0.740 1.663 -2.840
H -1.906 2.470 2.990
H -1.980 0.649 2.532
H -0.432 1.644 2.283
C 7.619 -0.878 2.368
O 6.230 -0.589 2.375
C 5.921 0.793 2.480
C 4.963 1.266 1.386
O 5.438 1.201 0.042
C 5.709 -0.088 -0.507
C 4.521 -1.046 -0.645
O 3.992 -1.430 0.617
C 2.588 -1.285 0.725
H 7.958 -1.068 3.389
H 7.772 -1.784 1.776
H 8.208 -0.076 1.913
H 6.825 1.409 2.467
H 5.433 0.935 3.450
H 4.765 2.327 1.570
H 3.992 0.777 1.468
H 6.538 -0.556 0.021
H 6.085 0.102 -1.518
H 4.871 -1.959 -1.137
H 3.756 -0.590 -1.287
H 2.208 -0.459 0.121
H 2.352 -1.072 1.769
H 2.095 -2.222 0.438
*
```

Properties
Orbital gap, eV: 6.02
HOMO energy, eV: -10.8
LUMO level, Eh: -0.1740



Model B:
Molecular formula: C17H30F5NO6P
Method: DFT, the ωB97M-V functional and the def2-TZVPD basis

```
! wB97M-V def2-TZVPD RIJCOSX def2/J DEFGRID3
* xyz 1 1
C 6.449 0.268 0.217
C 5.491 0.295 -1.025
C 3.989 0.387 -0.575
P 3.063 -1.226 -0.644
C 2.590 -1.552 1.123
C 3.870 -1.934 1.952
O 4.134 -3.065 2.133
N 1.655 -0.888 -1.539
C 0.820 0.166 -0.924
C 0.793 1.512 -1.678
O 0.170 0.019 0.040
C 0.869 -2.085 -1.954
C -0.053 -2.893 -1.039
O 0.937 -2.377 -3.080
C 4.111 -2.624 -1.336
F 5.286 -2.708 -0.729
F 4.325 -2.329 -2.632
C 3.470 -4.068 -1.308
F 4.474 -4.923 -1.143
F 2.921 -4.398 -2.448
F 2.636 -4.264 -0.300
H 7.397 -0.246 0.011
H 5.951 -0.099 1.128
H 6.714 1.320 0.431
H 5.715 1.248 -1.534
H 5.713 -0.493 -1.755
H 3.468 1.130 -1.202
H 3.984 0.761 0.464
H 1.903 -2.402 1.224
H 2.151 -0.648 1.578
H 4.517 -1.146 2.405
H 0.827 2.368 -0.992
H -0.127 1.506 -2.289
H 1.638 1.565 -2.386
H -0.326 -3.825 -1.555
H 0.350 -3.111 -0.042
H -0.999 -2.333 -0.914
C -7.419 2.048 2.120
O -6.298 1.284 1.712
C -6.357 0.809 0.379
C -5.115 1.155 -0.429
O -4.862 2.534 -0.658
C -4.558 3.370 0.452
C -3.277 3.061 1.214
O -3.322 1.808 1.877
C -2.207 0.978 1.639
H -8.166 1.397 2.581
H -7.080 2.770 2.865
H -7.863 2.604 1.289
H -7.245 1.183 -0.139
H -6.434 -0.284 0.430
H -5.254 0.722 -1.424
H -4.228 0.666 -0.021
H -5.412 3.437 1.125
H -4.441 4.372 0.030
H -3.149 3.830 1.985
H -2.422 3.125 0.530
H -1.783 1.133 0.647
H -2.541 -0.060 1.706
H -1.443 1.148 2.407
*
```

Properties
Orbital gap, eV: 6.89
HOMO energy, eV: -10.8
LUMO level, Eh: -0.1430



Most favorable first, least favorable last: model B, model A



Model A:
Molecular formula: C36H102F3N9O13
Method: DFT, the ωB97M-V functional and the def2-TZVPD basis

```
! wB97M-V def2-TZVPD RIJCOSX def2/J DEFGRID3
* xyz 6 1
C 8.065 3.692 8.354
C 7.029 4.798 8.202
C 6.340 4.869 6.786
O 5.301 5.790 6.706
C 4.656 5.682 5.466
N 5.865 4.568 9.214
H 5.475 3.643 9.103
H 6.150 4.693 10.230
H 5.039 5.112 8.841
H 8.850 3.892 7.678
H 7.578 2.781 7.981
H 8.317 3.571 9.395
H 7.460 5.796 8.357
H 5.907 3.831 6.552
H 7.222 5.011 6.112
H 4.015 6.563 5.249
H 3.951 4.820 5.550
H 5.341 5.432 4.647
C 4.010 -9.406 -2.537
C 4.765 -8.355 -1.722
C 4.694 -8.599 -0.214
O 5.123 -7.455 0.535
C 5.346 -7.653 1.985
N 6.270 -8.331 -2.055
H 6.708 -7.538 -1.672
H 6.620 -9.164 -1.581
H 6.503 -8.282 -2.990
H 4.025 -9.156 -3.588
H 2.971 -9.372 -2.174
H 4.327 -10.447 -2.483
H 4.362 -7.371 -2.053
H 5.285 -9.452 -0.013
H 3.704 -8.974 0.148
H 5.308 -6.652 2.393
H 6.342 -8.096 2.142
H 4.526 -8.275 2.390
C 4.600 5.089 -4.577
C 5.441 5.309 -5.801
C 4.654 5.862 -6.988
O 5.658 5.923 -7.988
C 5.353 6.530 -9.242
N 6.565 6.304 -5.497
H 7.049 6.724 -6.326
H 6.111 7.132 -5.052
H 7.163 5.925 -4.782
H 4.242 4.043 -4.637
H 3.691 5.674 -4.516
H 5.201 5.190 -3.684
H 6.065 4.490 -6.106
H 4.224 6.832 -6.862
H 3.885 5.131 -7.218
H 5.262 7.613 -9.158
H 4.394 6.024 -9.619
H 6.125 6.116 -9.893
C -3.001 -1.809 -6.575
C -2.890 -2.957 -7.714
C -3.916 -2.871 -8.807
O -3.442 -3.635 -9.955
C -4.499 -4.378 -10.582
N -1.663 -3.010 -8.499
H -1.078 -3.522 -7.874
H -2.077 -3.464 -9.343
H -1.219 -2.066 -8.628
H -3.928 -2.000 -6.062
H -3.108 -0.821 -6.984
H -2.116 -1.779 -5.960
H -3.038 -3.913 -7.167
H -3.980 -1.783 -9.074
H -4.859 -3.235 -8.390
H -4.195 -5.383 -10.704
H -4.597 -3.852 -11.544
H -5.398 -4.365 -9.942
C -5.430 10.786 9.926
C -4.461 9.634 10.000
C -5.112 8.258 9.875
O -4.030 7.369 9.644
C -4.517 5.976 9.561
N -3.520 9.765 8.785
H -2.752 9.133 8.801
H -4.042 9.610 7.927
H -3.120 10.685 8.756
H -6.436 10.477 10.516
H -5.843 10.956 8.932
H -5.024 11.749 10.279
H -3.803 9.731 10.837
H -5.837 8.316 9.091
H -5.771 7.964 10.713
H -5.047 5.842 10.527
H -3.650 5.351 9.411
H -5.235 5.819 8.701
C -6.906 13.766 -8.353
C -5.467 13.117 -8.175
C -4.868 12.428 -9.377
O -3.496 12.059 -9.188
C -3.283 10.744 -8.760
N -4.520 14.195 -7.772
H -4.371 14.852 -8.541
H -4.929 14.702 -6.975
H -3.580 13.823 -7.535
H -7.588 12.973 -8.602
H -6.855 14.504 -9.132
H -7.300 14.137 -7.411
H -5.555 12.428 -7.311
H -4.840 13.179 -10.145
H -5.555 11.706 -9.740
H -3.516 10.058 -9.589
H -3.855 10.520 -7.820
H -2.252 10.543 -8.467
C -4.910 -9.061 -0.261
C -3.799 -8.116 -0.816
C -4.031 -7.611 -2.280
O -2.898 -6.933 -2.800
C -3.007 -6.495 -4.165
N -3.777 -6.899 0.065
H -3.589 -7.256 1.044
H -2.983 -6.312 -0.245
H -4.662 -6.462 0.211
H -5.327 -9.608 -1.138
H -5.744 -8.593 0.204
H -4.490 -9.810 0.465
H -2.803 -8.638 -0.782
H -4.862 -6.895 -2.276
H -4.339 -8.480 -2.851
H -3.997 -6.662 -4.549
H -2.200 -6.849 -4.817
H -2.924 -5.409 -4.145
C -3.124 -11.481 8.992
C -1.778 -12.101 9.271
C -0.648 -11.767 8.342
O 0.568 -12.023 8.987
C 1.695 -11.307 8.308
N -1.296 -11.536 10.652
H -1.536 -12.169 11.413
H -0.230 -11.639 10.551
H -1.563 -10.611 10.988
H -3.620 -11.835 8.100
H -3.150 -10.347 8.857
H -3.808 -11.624 9.833
H -1.900 -13.163 9.494
H -0.845 -10.697 8.233
H -0.807 -12.284 7.364
H 2.690 -11.520 8.756
H 1.525 -10.243 8.285
H 1.813 -11.774 7.332
C 1.547 -0.744 -3.077
O 0.561 -0.835 -2.226
O 1.318 -0.669 -4.245
C 2.836 -0.094 -2.565
F 3.738 -0.451 -3.481
F 2.693 1.297 -2.565
F 3.345 -0.546 -1.387
C 0.783 -0.644 -0.720
C -0.618 -0.610 -0.102
H -0.407 -0.369 0.953
H -1.273 0.127 -0.508
H -1.131 -1.528 -0.050
H 1.287 0.313 -0.498
H 1.370 -1.511 -0.401
H 3.177 4.564 10.756
N -0.108 -6.030 1.748
O 0.653 -5.305 1.090
O -1.029 -6.833 1.088
O -0.152 -6.108 2.994
*
```

Properties
Orbital gap, eV: 2.30
HOMO energy, eV: -10.3
LUMO level, Eh: -0.2922



Model B:
Molecular formula: C36H102F3N9O13
Method: DFT, the ωB97M-V functional and the def2-TZVPD basis

```
! wB97M-V def2-TZVPD RIJCOSX def2/J DEFGRID3
* xyz 6 1
C -2.629 -2.289 5.602
C -1.134 -2.041 5.315
C -0.937 -1.625 3.863
O 0.430 -1.276 3.607
C 0.625 -0.672 2.333
N -0.622 -0.951 6.239
H -1.130 -0.049 6.132
H -0.706 -1.212 7.226
H 0.364 -0.756 6.076
H -2.824 -3.080 4.874
H -3.271 -1.438 5.396
H -2.764 -2.663 6.614
H -0.550 -2.933 5.543
H -1.517 -0.710 3.694
H -1.283 -2.443 3.228
H 1.687 -0.473 2.242
H 0.036 0.234 2.161
H 0.292 -1.325 1.516
C 0.342 4.621 2.804
C 0.894 3.200 2.887
C 2.342 3.034 2.409
O 2.731 1.711 2.537
C 4.024 1.336 2.195
N 0.754 2.675 4.311
H 1.162 3.382 4.928
H -0.228 2.510 4.611
H 1.249 1.791 4.401
H 0.676 5.018 1.842
H 0.857 5.297 3.493
H -0.730 4.733 2.934
H 0.263 2.493 2.344
H 2.873 3.763 3.042
H 2.422 3.419 1.387
H 4.194 1.382 1.109
H 4.251 0.296 2.439
H 4.811 1.940 2.659
C -6.021 2.583 -5.386
C -6.585 2.295 -3.985
C -5.546 1.791 -2.991
O -4.845 0.659 -3.435
C -4.160 -0.011 -2.419
N -7.277 3.516 -3.428
H -7.308 3.500 -2.404
H -6.779 4.378 -3.681
H -8.226 3.725 -3.762
H -6.790 2.849 -6.116
H -5.661 1.673 -5.865
H -5.271 3.374 -5.374
H -7.360 1.528 -3.990
H -6.121 1.526 -2.094
H -4.779 2.535 -2.731
H -3.168 0.444 -2.274
H -4.011 -1.050 -2.718
H -4.661 -0.017 -1.446
C 2.568 -4.434 4.561
C 3.751 -3.470 4.588
C 4.338 -3.344 3.179
O 3.427 -2.600 2.388
C 3.770 -2.675 1.021
N 3.264 -2.094 5.060
H 2.805 -2.187 5.961
H 4.106 -1.510 5.103
H 2.744 -1.613 4.315
H 2.214 -4.666 5.564
H 2.986 -5.341 4.119
H 1.784 -4.163 3.854
H 4.509 -3.799 5.296
H 4.493 -4.368 2.828
H 5.319 -2.857 3.134
H 3.950 -3.708 0.706
H 4.675 -2.131 0.739
H 2.975 -2.344 0.352
C -2.095 3.104 -3.947
C -1.577 3.889 -2.774
C -2.476 3.922 -1.542
O -1.841 4.758 -0.588
C -2.653 4.759 0.605
N -0.142 3.442 -2.379
H -0.079 2.710 -1.652
H 0.312 3.123 -3.231
H 0.368 4.270 -2.063
H -2.240 2.032 -3.761
H -1.432 3.115 -4.818
H -3.080 3.402 -4.302
H -1.412 4.930 -3.053
H -2.819 2.940 -1.199
H -3.404 4.430 -1.832
H -2.047 5.260 1.358
H -2.733 3.741 0.998
H -3.638 5.220 0.560
C 1.652 -0.553 -7.297
C 0.420 -0.423 -6.415
C -0.619 -1.514 -6.583
O -1.769 -1.064 -5.905
C -2.665 -2.104 -5.530
N 0.921 -0.452 -4.971
H 1.514 -1.258 -4.781
H 1.565 0.334 -4.880
H 0.141 -0.330 -4.308
H 2.194 -1.494 -7.193
H 2.360 0.270 -7.155
H 1.375 -0.451 -8.347
H -0.135 0.509 -6.518
H -0.248 -2.497 -6.263
H -0.858 -1.662 -7.642
H -2.908 -2.668 -6.433
H -3.542 -1.632 -5.092
H -2.286 -2.810 -4.781
C 5.597 2.231 -1.900
C 5.681 0.763 -2.337
C 6.583 -0.099 -1.509
O 6.012 -0.257 -0.231
C 6.943 -0.781 0.730
N 4.221 0.256 -2.390
H 4.124 -0.594 -2.940
H 3.864 0.121 -1.432
H 3.600 0.955 -2.790
H 5.143 2.864 -2.665
H 6.524 2.705 -1.589
H 4.936 2.297 -1.028
H 5.994 0.724 -3.381
H 7.580 0.344 -1.449
H 6.704 -1.062 -2.023
H 6.456 -0.711 1.699
H 7.867 -0.201 0.737
H 7.237 -1.811 0.516
C -1.016 -3.404 -2.055
C 0.134 -3.968 -1.243
C -0.211 -4.761 0.040
O 1.038 -5.050 0.624
C 0.972 -6.011 1.685
N 0.900 -4.967 -2.118
H 1.585 -5.436 -1.509
H 0.268 -5.670 -2.508
H 1.470 -4.498 -2.818
H -1.574 -2.694 -1.449
H -1.656 -4.218 -2.404
H -0.677 -2.902 -2.963
H 0.974 -3.294 -1.063
H -0.707 -5.712 -0.179
H -0.871 -4.092 0.599
H 1.909 -5.946 2.230
H 0.719 -6.974 1.245
H 0.263 -5.764 2.483
N 0.530 0.278 -1.027
O 0.143 1.203 -0.284
O -0.282 -0.064 -1.947
O 1.634 -0.303 -0.838
C -2.972 1.514 4.792
O -2.581 1.504 3.405
O -1.853 1.860 5.460
C -4.137 2.495 5.071
F -3.928 3.730 4.593
F -5.292 2.028 4.570
F -4.313 2.626 6.383
C -3.523 1.092 2.452
C -2.813 0.781 1.157
H -2.066 1.584 1.106
H -2.210 -0.130 1.197
H -3.509 0.807 0.323
H -4.312 1.807 2.199
H -4.049 0.168 2.731
H -3.238 0.495 5.097
*
```

Properties
Orbital gap, eV: 5.41
HOMO energy, eV: -18.8
LUMO level, Eh: -0.4937



Most favorable first, least favorable last: model A, model B



Model A:
Molecular formula: C5H10O
Method: DFT, the ωB97M-V functional and the def2-TZVPD basis

```
! wB97M-V def2-TZVPD RIJCOSX def2/J DEFGRID3
* xyz 1 2
C -1.036 -1.278 1.020
C -0.383 -0.007 0.559
C 0.971 0.271 0.819
C -0.747 2.359 -0.241
C -1.197 1.033 -0.125
H -0.932 -1.439 2.166
H -2.099 -1.524 0.915
H -0.520 -2.233 0.546
H 1.476 -0.382 1.412
H 1.614 0.963 0.206
H 0.030 2.731 0.477
H -1.172 3.075 -0.997
H -2.005 0.662 -0.627
H 1.926 -0.660 -2.143
H 1.785 -2.099 -2.236
O 2.290 -1.472 -1.751
*
```

Properties
Orbital gap (alpha / beta), eV: 9.31 / 7.06
HOMO energy (alpha / beta), eV: -15.0 / -15.1
LUMO level (alpha / beta), Eh: -0.2085 / -0.2954



Model B:
Molecular formula: C5H10O
Method: DFT, the ωB97M-V functional and the def2-TZVPD basis

```
! wB97M-V def2-TZVPD RIJCOSX def2/J DEFGRID3
* xyz 1 2
C -2.085 -1.673 2.080
C -1.276 -1.987 0.822
C -1.026 -1.140 -0.198
C 0.139 -1.022 -1.107
C 0.362 0.146 -1.734
H -2.994 -1.313 1.716
H -2.225 -2.655 2.395
H -1.796 -0.977 2.868
H -1.101 -3.068 0.656
H -1.740 -0.303 -0.625
H 0.941 -1.727 -1.067
H 1.014 0.346 -2.606
H -0.073 1.021 -1.363
H 3.780 5.148 0.059
H 4.419 4.658 -1.214
O 3.659 4.545 -0.683
*
```

Properties
Orbital gap (alpha / beta), eV: 8.11 / 6.01
HOMO energy (alpha / beta), eV: -13.7 / -13.7
LUMO level (alpha / beta), Eh: -0.2037 / -0.2807



Most favorable first, least favorable last: model A, model B